No. 1
ORCA calculation (wB97M-V/def2-TZVPD) on C37H43BrCl5GeN3O9W as an isolated structure at a distorted geometry.

E_LUMO (spin up / spin down) = -5.029 / -5.168 eV
HOMO-LUMO gap (spin up / spin down) = 5.430 / 5.292 eV
2S+1 = 2
Relative energy (zero: lowest compared OMol25 entry of this formula, charge and spin) = 156.6 kcal/mol
Net charge = +1

Positions of all 100 atoms, in Å:
W 0.1087 -0.3364 -0.0472
C -0.1215 -1.6501 -3.9470
C -1.2018 -1.8035 -2.8679
C -2.3299 -0.7893 -3.1257
C -1.7738 -3.2223 -2.9103
O -0.5682 -1.5716 -1.5604
Ge -1.1768 -2.7067 0.2204
O -0.1632 -2.0841 1.7860
C 0.2781 -3.0701 2.7744
C 1.7955 -3.2852 2.7064
C -0.4426 -4.4052 2.5596
C -0.0572 -2.5755 4.1845
O -1.9110 -0.7230 0.4697
C -3.3229 -0.6715 0.8714
C -3.8920 0.7047 0.5412
C -4.1240 -1.7348 0.1085
C -3.4694 -0.9734 2.3671
H -0.5178 -1.9584 -4.9104
H 0.2077 -0.6164 -4.0286
H 0.7368 -2.2746 -3.7081
H -2.3975 -0.5853 -4.1917
H -3.2918 -1.1713 -2.7935
H -2.1343 0.1496 -2.6114
H -2.2384 -3.3989 -3.8752
H -0.9907 -3.9592 -2.7569
H -2.5259 -3.3642 -2.1291
H 2.0768 -3.9015 1.8555
H 2.3056 -2.3239 2.6557
H 2.1253 -3.7981 3.6064
H -0.2346 -4.8205 1.5708
H -0.1181 -5.1190 3.3124
H -1.5208 -4.2630 2.6566
H 0.5576 -1.7199 4.4441
H -1.1079 -2.3150 4.2691
H 0.1564 -3.3696 4.8942
H -3.9833 0.8388 -0.5347
H -4.8717 0.8093 0.9970
H -3.2448 1.4898 0.9136
H -3.9374 -1.6615 -0.9607
H -3.8570 -2.7394 0.4515
H -5.1854 -1.5777 0.2868
H -3.2813 -0.0942 2.9753
H -4.4817 -1.3152 2.5683
H -2.7747 -1.7670 2.6462
C -0.9517 5.0615 1.6633
C -0.1899 3.8551 1.2074
C 0.9588 3.9791 0.4162
C 1.6306 2.8158 -0.0210
C 1.1398 1.6045 0.3684
Br 2.1335 -0.0677 -1.9823
N -0.0110 1.4390 1.1028
C -0.6603 2.6001 1.5151
H -0.4592 5.9711 1.3336
H -1.0274 5.0814 2.7489
H -1.9609 5.0385 1.2549
H 1.3405 4.9435 0.1256
H 2.5148 2.8979 -0.6362
H -1.5365 2.4591 2.1284
O -1.8656 2.3561 -0.5314
C -1.0642 2.1162 -1.4325
O -0.4544 0.9309 -1.4439
C -0.7057 3.0787 -2.4767
C -1.4585 4.2567 -2.6038
C -1.1620 5.2144 -3.5578
C -0.0726 4.9661 -4.3718
O 0.4540 5.7262 -5.3609
C 1.5585 5.0107 -5.8679
O 1.6921 3.8042 -5.1533
C 0.6879 3.7856 -4.2465
C 0.3821 2.8214 -3.3228
H -2.2921 4.3869 -1.9330
H -1.7414 6.1164 -3.6659
H 2.4725 5.6119 -5.7541
H 1.3980 4.7881 -6.9325
H 0.9618 1.9205 -3.2420
C 4.5443 -1.8069 -0.0160
N 3.4142 -2.6752 -0.2699
C 3.5857 -3.9188 -0.8185
C 2.5587 -4.7510 -1.1029
C 1.2131 -4.3097 -0.8337
O 0.1663 -4.9266 -0.9546
N 1.1226 -3.0187 -0.3461
C 2.1436 -2.2627 -0.0262
O 1.8689 -1.1260 0.5232
H 5.4532 -2.2980 -0.3487
H 4.6146 -1.5800 1.0463
H 4.4291 -0.8753 -0.5715
H 4.6130 -4.2022 -0.9826
H 2.7238 -5.7293 -1.5176
Cl 3.8956 1.0039 1.4493
C 2.8472 1.0390 2.8015
C 1.5759 0.5112 2.7233
C 0.7057 0.6913 3.7784
Cl -0.9439 0.2977 3.5710
C 1.1222 1.2821 4.9748
Cl 0.0212 1.4694 6.2747
C 2.4285 1.7667 5.0678
Cl 2.9449 2.5536 6.4999
C 3.2869 1.6705 3.9729
Cl 4.8543 2.3496 4.0430

***

No. 2
ORCA calculation (wB97M-V/def2-TZVPD) on a 8-piece molecular cluster, C37H43Cl3N9OPS overall at a distorted geometry.

E_LUMO = -2.770 eV
SMILES = OP(Cl)c1cc(Cl)c(CCCCl)c2nsnc12.c1cc[nH]c1.c1cc[nH]c1.c1cc[nH]c1.c1cc[nH]c1.c1cc[nH]c1.c1cc[nH]c1.c1cc[nH]c1
HOMO-LUMO gap = 5.291 eV

Positions of all 95 atoms, in Å:
O 6.5986 -0.4782 4.5172
P 6.0859 1.1077 3.9514
Cl 5.5371 2.1194 5.7921
C 4.4723 0.9569 2.8918
C 3.3441 2.1790 2.7906
C 1.7931 1.8961 2.2463
Cl 0.4909 3.2094 2.0890
C 1.4485 0.3593 1.7939
C -0.0398 -0.3018 1.6062
C -1.1777 0.2486 2.6621
C -0.6978 0.3454 4.2298
Cl -1.1708 -1.2829 5.0336
C 2.7469 -0.6218 1.4384
N 2.6806 -1.8053 0.4610
S 4.2597 -2.5637 0.6174
N 5.2352 -1.5720 1.7264
C 4.2638 -0.4410 2.0446
H 6.9991 -0.9749 3.7207
H 3.6976 3.2646 3.1108
H 0.0671 -1.4787 1.8192
H -0.3634 -0.1623 0.4820
H -2.1102 -0.4956 2.6493
H -1.5810 1.2632 2.2192
H 0.4233 0.6419 4.3878
H -1.3876 1.1589 4.7480
N 3.7199 0.3304 -1.5880
C 3.5577 1.5471 -2.1979
C 4.4197 1.6039 -3.2702
C 5.1223 0.3760 -3.3120
C 4.6683 -0.3926 -2.2636
H 3.2178 0.0151 -0.7682
H 2.8458 2.2669 -1.8167
H 4.5296 2.4391 -3.9498
H 5.8776 0.0836 -4.0300
H 4.9392 -1.3889 -1.9406
N -0.8981 1.1163 -2.0682
C 0.2402 0.6303 -2.6569
C -0.0553 0.3242 -3.9665
C -1.4184 0.6423 -4.1767
C -1.9134 1.1322 -2.9889
H -0.9765 1.4170 -1.1053
H 1.1602 0.5426 -2.0945
H 0.6364 -0.0830 -4.6925
H -1.9783 0.5271 -5.0957
H -2.8989 1.4885 -2.7203
N -2.9440 -3.4442 -4.6450
C -3.2478 -2.1779 -4.2177
C -4.6166 -2.0859 -4.0983
C -5.1569 -3.3429 -4.4608
C -4.1016 -4.1635 -4.7909
H -2.0115 -3.7937 -4.8238
H -2.4662 -1.4521 -4.0372
H -5.1664 -1.2086 -3.7830
H -6.2030 -3.6198 -4.4783
H -4.0756 -5.1945 -5.1176
N 8.0347 -1.6969 -5.1051
C 9.3033 -1.9370 -5.5650
C 9.2059 -2.7209 -6.6930
C 7.8298 -2.9569 -6.9249
C 7.1293 -2.3106 -5.9311
H 7.8028 -1.1515 -4.2851
H 10.1645 -1.5319 -5.0507
H 10.0362 -3.0825 -7.2855
H 7.3964 -3.5355 -7.7304
H 6.0669 -2.2362 -5.7408
N 2.2767 6.8498 0.4991
C 1.2345 5.9777 0.3206
C 0.3807 6.5204 -0.6136
C 0.9304 7.7606 -1.0171
C 2.1024 7.9376 -0.3165
H 3.0533 6.7118 1.1326
H 1.1889 5.0489 0.8733
H -0.5381 6.0709 -0.9673
H 0.5162 8.4502 -1.7413
H 2.8248 8.7429 -0.3274
N -5.7653 -2.0939 3.6503
C -4.4967 -2.3339 3.1904
C -4.5941 -3.1178 2.0624
C -5.9702 -3.3538 1.8305
C -6.6707 -2.7076 2.8243
H -5.9972 -1.5484 4.4703
H -3.6355 -1.9289 3.7046
H -3.7638 -3.4794 1.4699
H -6.4036 -3.9324 1.0250
H -7.7331 -2.6332 3.0146
N -8.3151 -1.7721 6.0154
C -8.2294 -0.4051 5.9641
C -8.9909 0.1079 6.9903
C -9.5508 -0.9885 7.6887
C -9.1147 -2.1371 7.0672
H -7.8590 -2.4115 5.3776
H -7.6368 0.0842 5.2029
H -9.1274 1.1582 7.2127
H -10.2016 -0.9448 8.5525
H -9.3054 -3.1801 7.2819

***

No. 3
ORCA calculation (wB97M-V/def2-TZVPD) on C37H43Co2O6Zr as an isolated structure at a distorted geometry.

E_LUMO = 2.050 eV
HOMO-LUMO gap = 5.915 eV
Relative energy (zero: lowest compared OMol25 entry of this formula, charge and spin) = 0.0 kcal/mol
Net charge = -1

Positions of all 89 atoms, in Å:
C -3.2832 -5.8158 -0.7910
C -3.2258 -5.0431 0.4864
C -4.2533 -4.1365 0.9337
C -5.5277 -3.8922 0.2071
C -4.0437 -3.8732 2.3130
C -5.0219 -3.1932 3.1988
C -2.9008 -4.6054 2.7394
C -2.5913 -4.9687 4.1410
C -2.3308 -5.2623 1.5942
C -1.2726 -6.3108 1.6537
Zr -1.8771 -3.0113 0.4628
C -0.5568 -3.8677 -1.0745
C -3.0903 -1.8543 -0.9513
C -0.4489 -1.0988 0.8940
C -0.1522 -0.3023 -0.3293
C -1.5156 -0.8510 1.8351
C -2.4528 0.3098 1.7712
C -1.2761 -1.6902 2.9788
C -1.8728 -1.4821 4.3174
C -0.1650 -2.5313 2.6946
C 0.5326 -3.4123 3.6608
C 0.3622 -2.1607 1.4191
C 1.7183 -2.5244 0.9348
H -4.2722 -6.2843 -0.9141
H -3.1080 -5.1865 -1.6764
H -2.5306 -6.6130 -0.7875
H -6.3410 -4.5193 0.6110
H -5.8513 -2.8413 0.2798
H -5.4310 -4.1329 -0.8589
H -5.6828 -3.9121 3.7053
H -4.5052 -2.6245 3.9804
H -5.6712 -2.4974 2.6475
H -3.1810 -5.8529 4.4448
H -1.5372 -5.2291 4.2736
H -1.5190 -2.2162 5.0459
H -1.7030 -7.2906 1.9136
H -0.7454 -6.4173 0.6965
H -0.5297 -6.0593 2.4236
H 0.4297 -3.4113 -1.2135
H -0.3848 -4.9451 -0.9174
H -1.0923 -3.7715 -2.0346
H -3.2549 -0.7921 -0.7211
H -2.5531 -1.8864 -1.9151
H -4.0786 -2.2904 -1.1397
H 0.8177 0.2054 -0.2354
H -0.0997 -0.9359 -1.2275
H -0.9169 0.4661 -0.5012
H -1.9087 1.2384 1.5359
H -3.2258 0.1806 1.0012
H -2.9619 0.4470 2.7328
H -1.6001 -0.4876 4.7011
H -2.9671 -1.5528 4.2560
H -2.8232 -4.1637 4.8479
H 1.5337 -3.0120 3.8881
H -0.0010 -3.5066 4.6111
H 0.6689 -4.4304 3.2624
H 2.4917 -2.0148 1.5278
H 1.8934 -3.6048 1.0133
H 1.8547 -2.2291 -0.1114
O 1.1336 2.6446 -4.6014
C 0.7761 3.2888 -3.7068
Co 0.3572 4.2369 -2.3105
C 1.0764 5.7839 -2.7793
O 1.6219 6.7396 -3.1369
C -1.3884 4.2352 -2.3164
O -2.5455 4.1968 -2.3432
C 1.1572 3.0771 -0.9397
C 2.4955 3.5440 -0.8620
C 3.5653 3.3729 -1.6852
C 4.5124 4.4100 -2.0107
C 5.2005 4.3531 -3.2541
C 6.1777 5.2905 -3.5668
C 6.4842 6.3166 -2.6629
C 5.7729 6.4237 -1.4633
C 4.7790 5.4932 -1.1418
Co 1.3346 4.4432 0.1635
C -0.3718 4.5353 0.6322
O -1.4728 4.5421 0.9875
C 1.7136 6.1967 0.0993
O 1.8906 7.3357 0.2029
C 1.9661 3.9971 1.7513
O 2.3086 3.6951 2.8132
H 0.8212 2.0589 -0.7714
H 3.5870 2.4621 -2.2935
H 4.9396 3.5519 -3.9497
H 6.7104 5.2159 -4.5146
H 7.2760 7.0285 -2.8947
H 5.9917 7.2259 -0.7606
H 4.2229 5.5626 -0.2041

***

No. 4
ORCA calculation (wB97M-V/def2-TZVPD) on C37H43CsN2O7S3 as an isolated structure at a distorted geometry.

E_LUMO = 0.107 eV
HOMO-LUMO gap = 7.065 eV
Relative energy (zero: lowest compared OMol25 entry of this formula, charge and spin) = 26.6 kcal/mol

Positions of all 93 atoms, in Å:
Cs -0.4797 -0.5603 0.6319
C 0.7236 -4.3375 -0.6168
O 1.3425 -3.7500 0.5084
C 0.7906 -4.2416 1.7192
C 1.5311 -3.6266 2.8778
O 1.0841 -2.3268 3.2288
C -0.0771 -2.3275 4.0439
C -0.3609 -0.9079 4.4748
O -1.0777 -0.1593 3.5129
C -2.4855 -0.2601 3.5951
H 0.8727 -5.4230 -0.6303
H 1.1760 -3.9084 -1.5093
H -0.3526 -4.1298 -0.6288
H 0.9012 -5.3341 1.7573
H -0.2801 -4.0085 1.7598
H 2.5806 -3.5270 2.6011
H 1.4695 -4.2882 3.7486
H 0.0936 -2.9492 4.9312
H -0.9393 -2.7391 3.5008
H 0.5981 -0.4051 4.6148
H -0.8941 -0.9037 5.4312
H -2.8363 0.0171 4.5936
H -2.8376 -1.2714 3.3545
H -2.8843 0.4455 2.8652
O -1.2902 3.5833 -0.3976
S -0.9998 2.6008 0.6232
O -2.0021 1.5393 0.7819
N 0.3707 1.8844 0.5115
C 1.5875 2.5766 0.4284
C 1.7713 3.9447 0.4767
C 3.0576 4.5329 0.4055
C 4.1812 3.7761 0.2893
C 4.0504 2.3628 0.2351
C 5.1756 1.5138 0.0908
C 5.0101 0.1688 0.0052
C 3.6962 -0.3500 0.0817
N 2.6330 0.3903 0.2367
C 2.7794 1.7577 0.3015
C -1.0157 3.4917 2.1481
C -1.7482 4.6717 2.2290
C -1.7827 5.3658 3.4314
C -1.0828 4.8873 4.5327
C -0.3450 3.7129 4.4373
C -0.3073 3.0072 3.2431
H 0.9114 4.5995 0.5371
H 3.1371 5.6136 0.4434
H 5.1656 4.2266 0.2350
H 6.1651 1.9557 0.0397
H 5.8516 -0.5017 -0.1181
H 3.5348 -1.4254 0.0268
H -2.2664 5.0388 1.3521
H -2.3485 6.2871 3.5058
H -1.1046 5.4363 5.4663
H 0.2101 3.3501 5.2944
H 0.2636 2.0918 3.1513
O -0.9129 -0.3939 -1.9493
S 0.0231 -1.2746 -2.7389
C -0.4433 -1.0983 -4.4479
C -1.0802 0.0711 -4.8343
C -1.4207 0.2262 -6.1687
C -1.1275 -0.7773 -7.0898
C -0.5051 -1.9481 -6.6790
C -0.1671 -2.1190 -5.3407
C 1.5498 -0.3602 -2.9053
C 2.7019 -1.0248 -3.3018
C 3.8569 -0.2840 -3.5061
C 3.8417 1.0944 -3.3101
C 2.6803 1.7351 -2.8987
C 1.5177 1.0045 -2.6837
H -1.3049 0.8353 -4.0978
H -1.9154 1.1337 -6.4924
H -1.3945 -0.6465 -8.1311
H -0.2912 -2.7325 -7.3942
H 0.3069 -3.0346 -5.0020
H 2.7030 -2.1009 -3.4445
H 4.7709 -0.7805 -3.8080
H 4.7475 1.6698 -3.4605
H 2.6802 2.8035 -2.7145
H 0.6115 1.4776 -2.3154
O -1.9967 -2.5215 0.8084
S -3.0656 -2.6687 -0.2579
C -4.6254 -2.9994 0.6106
C -5.4098 -1.6917 0.6945
C -5.1351 -0.9969 -0.6366
C -3.6168 -1.0015 -0.7985
H -4.3072 -3.4204 1.5636
H -5.1612 -3.7641 0.0445
H -5.0316 -1.0756 1.5153
H -6.4695 -1.8705 0.8743
H -5.5184 0.0234 -0.6791
H -5.6084 -1.5579 -1.4459
H -3.1387 -0.2537 -0.1576
H -3.2615 -0.8455 -1.8116

***

No. 5
ORCA calculation (wB97M-V/def2-TZVPD) on C37H43HgNO2P as an isolated structure at a distorted geometry.

E_LUMO = 2.020 eV
HOMO-LUMO gap = 4.915 eV
Relative energy (zero: lowest compared OMol25 entry of this formula, charge and spin) = 6.6 kcal/mol
Net charge = -1

Positions of all 85 atoms, in Å:
O 0.4741 0.3465 -7.2605
C 0.3236 1.6631 -7.8722
C 0.1675 1.1157 -9.2853
H 1.2306 2.2553 -7.7182
H -0.5637 2.1847 -7.4970
C 0.3312 -0.2631 -8.5847
H 0.9917 1.3821 -9.9462
H -0.8157 1.3010 -9.7198
C 1.6059 -0.9920 -8.9627
H 2.4731 -0.3272 -8.8653
H 1.5363 -1.3700 -9.9923
H 1.7551 -1.8393 -8.2840
C -0.8982 -1.1497 -8.6800
H -1.8044 -0.6132 -8.3676
H -0.7759 -2.0266 -8.0335
H -1.0298 -1.4971 -9.7159
Hg 0.7752 0.9841 -0.0716
C -2.3556 -0.4493 1.0610
C -2.2229 0.9638 1.1009
C -2.3366 1.4565 -0.2345
H -2.0660 1.5650 1.9915
C -2.5677 0.3422 -1.0911
C -2.5651 -0.8358 -0.2903
H -2.7140 -1.8521 -0.6450
H -2.3181 -1.1212 1.9156
H -2.2882 2.5003 -0.5391
H -2.7448 0.3849 -2.1647
C 1.6307 -2.3170 1.5201
C 0.5373 -2.7377 0.7061
C 0.7871 -2.3085 -0.6196
H -0.3292 -3.3036 1.0439
C 2.0037 -1.5552 -0.6202
C 2.5335 -1.5925 0.7098
H 3.4630 -1.1399 1.0486
H 1.7705 -2.5418 2.5758
H 0.1733 -2.5236 -1.4919
H 2.4851 -1.1277 -1.4946
O 0.5462 0.8758 -2.4912
C 0.1241 -0.1442 -3.4323
C -0.3366 0.5908 -4.6597
H -0.6688 -0.7559 -2.9758
H 0.9945 -0.7896 -3.6441
C 0.4794 1.8967 -4.6403
H -1.4131 0.8197 -4.6161
H -0.1442 -0.0054 -5.5450
C 0.6159 2.1657 -3.1577
H 0.0035 2.7205 -5.1811
H 1.4728 1.7368 -5.0884
H -0.2207 2.7731 -2.7818
H 1.5647 2.6337 -2.8716
N 0.7379 1.4874 1.9443
P 0.7138 1.0776 3.4655
C -0.6074 0.0187 4.1305
C -1.8174 0.5839 4.5738
C -2.8447 -0.2317 5.0567
C -2.6816 -1.6193 5.0960
C -1.4868 -2.1927 4.6403
C -0.4600 -1.3754 4.1592
C 2.2100 0.3356 4.1766
C 3.4103 0.5479 3.4806
C 4.6162 0.0620 3.9967
C 4.6276 -0.6511 5.2035
C 3.4330 -0.8679 5.8944
C 2.2253 -0.3675 5.3918
C 0.5118 2.5606 4.4923
C 0.4380 2.4946 5.8898
C 0.2394 3.6680 6.6282
C 0.1250 4.8995 5.9732
C 0.2266 4.9622 4.5772
C 0.4201 3.7926 3.8315
H -1.9523 1.6690 4.5626
H -3.7749 0.2270 5.4062
H -3.4818 -2.2569 5.4834
H -1.3441 -3.2742 4.6712
H 0.4749 -1.8328 3.8325
H 3.3772 1.0921 2.5325
H 5.5500 0.2403 3.4589
H 5.5696 -1.0337 5.6058
H 3.4299 -1.4271 6.8345
H 1.3038 -0.5401 5.9498
H 0.5259 1.5366 6.4032
H 0.1721 3.6113 7.7165
H -0.0417 5.8106 6.5527
H 0.1525 5.9258 4.0685
H 0.4928 3.8121 2.7433